No. 1
Formula: C5H12N
Source: the Open Molecules 2025 dataset
Level of theory: ωB97M-V/def2-TZVPD

* 2S+1: 1
* SMILES: C=CCCC[NH3+]
* frontier orbital gap: 9.965 eV
* LUMO level: -3.66 eV
* total charge: +1

Bonds (Å) are listed after each position.
Cartesian coordinates (Å):
1 N 1.434 1.125 -0.748  C5 1.539, H7 1.023, H11 1.019, H15 1.027
2 C -1.177 -0.299 1.398  C4 1.530, C6 1.333, H10 1.086
3 C 0.362 -1.174 -0.523  C4 1.502, C5 1.527, H14 1.095, H16 1.081
4 C -0.994 -0.723 -0.062  C2 1.530, C3 1.502, H8 1.102, H12 1.098
5 C 1.129 -0.218 -1.435  N1 1.539, C3 1.527, H13 1.087, H18 1.093
6 C -1.220 0.987 1.743  C2 1.333, H9 1.081, H17 1.089
7 H 1.738 1.800 -1.455  N1 1.023
8 H -1.748 -1.520 -0.171  C4 1.102
9 H -1.142 1.289 2.778  C6 1.081
10 H -0.961 -1.029 2.173  C2 1.086
11 H 2.037 1.015 0.066  N1 1.019
12 H -1.552 0.010 -0.659  C4 1.098
13 H 0.556 0.060 -2.316  C5 1.087
14 H 1.032 -1.527 0.268  C3 1.095
15 H 0.524 1.470 -0.419  N1 1.027
16 H 0.287 -2.008 -1.206  C3 1.081
17 H -1.125 1.729 0.952  C6 1.089
18 H 2.141 -0.610 -1.560  C5 1.093

Results of the natural (NBO) charge analysis, in e, for atoms 1 through 4:
1 N -0.6854
2 C -0.1609
3 C -0.4326
4 C -0.5039

No. 2
Formula: C5H12N2
Source: the Open Molecules 2025 dataset
Level of theory: ωB97M-V/def2-TZVPD

* 2S+1: 1
* SMILES: [H]/N=C/NC.C=CC
* frontier orbital gap: 10.006 eV
* LUMO level: 1.03 eV

Bonds (Å) are listed after each position.
Cartesian coordinates (Å):
1 N 1.212 0.270 1.867  C3 1.449, C4 1.370, H16 0.995
2 N 1.969 1.893 0.415  C4 1.273, H14 1.018
3 C -0.013 -0.313 2.378  N1 1.449, H9 1.087, H12 1.090, H13 1.097
4 C 1.242 1.559 1.406  N1 1.370, N2 1.273, H15 1.095
5 C -0.805 -1.249 -2.224  C6 1.328, C7 1.494, H11 1.085
6 C 0.369 -1.200 -1.606  C5 1.328, H8 1.082, H18 1.084
7 C -1.850 -0.197 -2.043  C5 1.494, H10 1.089, H17 1.092, H19 1.096
8 H 1.149 -1.931 -1.771  C6 1.082
9 H 0.205 -1.316 2.735  C3 1.087
10 H -1.539 0.516 -1.281  C7 1.089
11 H -1.017 -2.113 -2.845  C5 1.085
12 H -0.423 0.334 3.153  C3 1.090
13 H -0.762 -0.426 1.584  C3 1.097
14 H 2.000 2.907 0.339  N2 1.018
15 H 0.647 2.247 2.017  C4 1.095
16 H 1.930 -0.309 1.493  N1 0.995
17 H -2.084 0.316 -2.979  C7 1.092
18 H 0.591 -0.394 -0.915  C6 1.084
19 H -2.819 -0.597 -1.722  C7 1.096

Results of the natural (NBO) charge analysis, in e, for atoms 1 through 4:
1 N -0.6229
2 N -0.7117
3 C -0.4074
4 C 0.2799

No. 3
Formula: C5H12N2
Source: the Open Molecules 2025 dataset
Level of theory: ωB97M-V/def2-TZVPD

* 2S+1: 1
* SMILES: C[C@@H]1CN1.C=NC
* frontier orbital gap: 10.219 eV
* LUMO level: 1.14 eV

Bonds (Å) are listed after each position.
Cartesian coordinates (Å):
1 N 2.023 0.935 -0.416  C3 1.246, C6 1.347
2 N -1.261 -0.095 1.214  C5 1.450, C7 1.396, H9 1.039
3 C 1.592 1.148 0.733  N1 1.246, H16 1.093, H19 1.166
4 C -1.146 -0.995 -0.976  C5 1.482, H8 1.061, H13 1.163, H14 1.144
5 C -2.051 -0.694 0.157  N2 1.450, C4 1.482, C7 1.492, H15 1.061
6 C 2.957 0.011 -0.714  N1 1.347, H10 1.148, H11 1.132, H18 1.046
7 C -2.292 0.681 0.683  N2 1.396, C5 1.492, H12 1.099, H17 1.164
8 H -1.753 -1.384 -1.755  C4 1.061
9 H -1.548 -0.392 2.168  N2 1.039
10 H 3.332 -0.718 0.090  C6 1.148
11 H 2.633 -0.793 -1.442  C6 1.132
12 H -3.345 0.860 0.944  C7 1.099
13 H -0.591 -0.101 -1.470  C4 1.163
14 H -0.348 -1.806 -0.855  C4 1.144
15 H -2.651 -1.475 0.555  C5 1.061
16 H 1.922 0.809 1.718  C3 1.093
17 H -1.934 1.533 -0.025  C7 1.164
18 H 3.685 0.499 -1.287  C6 1.046
19 H 0.775 1.979 0.676  C3 1.166

Results of the natural (NBO) charge analysis, in e, for atoms 1 through 4:
1 N -0.4248
2 N -0.5836
3 C -0.0319
4 C -0.6240

No. 4
Formula: C5H12N2
Source: the Open Molecules 2025 dataset
Level of theory: ωB97M-V/def2-TZVPD

* 2S+1: 1
* SMILES: C=C(N)C[C@H](C)N
* frontier orbital gap: 9.214 eV
* LUMO level: 0.96 eV

Bonds (Å) are listed after each position.
Cartesian coordinates (Å):
1 N -0.853 1.753 -1.482  C5 1.436, H8 1.003, H10 1.003
2 N -0.970 -0.759 2.210  C6 1.438, H14 1.028, H19 1.015
3 C 0.995 0.342 -2.114  C5 1.318, H16 1.088, H17 1.091
4 C -0.490 -0.363 -0.255  C5 1.503, C6 1.593, H11 1.106, H12 1.092
5 C -0.012 0.602 -1.304  N1 1.436, C3 1.318, C4 1.503
6 C 0.039 -0.411 1.247  N2 1.438, C4 1.593, C7 1.537, H9 1.103
7 C 1.420 -1.061 1.423  C6 1.537, H13 1.111, H15 1.082, H18 1.090
8 H -0.452 2.576 -1.891  N1 1.003
9 H 0.233 0.644 1.503  C6 1.103
10 H -1.535 1.845 -0.753  N1 1.003
11 H -0.213 -1.297 -0.781  C4 1.106
12 H -1.576 -0.422 -0.152  C4 1.092
13 H 2.147 -0.480 0.816  C7 1.111
14 H -1.278 -1.724 2.037  N2 1.028
15 H 1.696 -0.969 2.466  C7 1.082
16 H 1.154 0.994 -2.971  C3 1.088
17 H 1.347 -0.658 -2.372  C3 1.091
18 H 1.445 -2.027 0.920  C7 1.090
19 H -1.848 -0.277 2.046  N2 1.015

Results of the natural (NBO) charge analysis, in e, for atoms 1 through 4:
1 N -0.8309
2 N -0.8138
3 C -0.5362
4 C -0.4798

No. 5
Formula: C5H12N2
Source: the Open Molecules 2025 dataset
Level of theory: ωB97M-V/def2-TZVPD

* 2S+1: 1
* SMILES: CCCC/N=C\N
* frontier orbital gap: 9.656 eV
* LUMO level: 1.01 eV

Bonds (Å) are listed after each position.
Cartesian coordinates (Å):
1 N 2.059 -0.778 0.633  C3 1.264, C6 1.464
2 N 1.891 0.446 -1.404  C3 1.411, H15 1.014, H16 1.011
3 C 2.489 0.094 -0.175  N1 1.264, N2 1.411, H17 1.098
4 C -1.208 0.746 -0.060  C5 1.530, C7 1.550, H9 1.084, H14 1.094
5 C -2.518 -0.041 -0.123  C4 1.530, H8 1.089, H13 1.088, H18 1.108
6 C 0.620 -1.025 0.726  N1 1.464, C7 1.544, H10 1.087, H19 1.096
7 C -0.246 0.216 1.033  C4 1.550, C6 1.544, H11 1.099, H12 1.101
8 H -2.839 -0.413 0.849  C5 1.089
9 H -1.323 1.815 0.082  C4 1.084
10 H 0.393 -1.767 1.488  C6 1.087
11 H -0.908 0.054 1.894  C7 1.099
12 H 0.450 1.007 1.353  C7 1.101
13 H -3.179 0.547 -0.755  C5 1.088
14 H -0.708 0.584 -1.020  C4 1.094
15 H 2.594 0.574 -2.124  N2 1.014
16 H 1.273 -0.301 -1.692  N2 1.011
17 H 3.344 0.757 0.013  C3 1.098
18 H -2.443 -1.083 -0.492  C5 1.108
19 H 0.260 -1.433 -0.225  C6 1.096

Results of the natural (NBO) charge analysis, in e, for atoms 1 through 4:
1 N -0.4966
2 N -0.8385
3 C 0.3012
4 C -0.3953

No. 6
Formula: C5H12N2
Source: the Open Molecules 2025 dataset
Level of theory: ωB97M-V/def2-TZVPD

* 2S+1: 1
* SMILES: C=C(CCN)NC
* frontier orbital gap: 9.157 eV
* LUMO level: 1.05 eV

Bonds (Å) are listed after each position.
Cartesian coordinates (Å):
1 N -1.162 2.098 -0.496  C6 1.444, H10 1.003, H11 1.006
2 N 0.604 -1.023 -0.821  C4 1.468, C5 1.398, H14 1.011
3 C 2.038 0.332 0.567  C5 1.338, H13 1.085, H16 1.082
4 C -0.214 -2.232 -0.673  N2 1.468, H12 1.087, H18 1.095, H19 1.085
5 C 0.854 -0.236 0.308  N2 1.398, C3 1.338, C7 1.528
6 C -1.482 0.868 0.189  N1 1.444, C7 1.524, H15 1.086, H17 1.084
7 C -0.390 0.247 1.052  C5 1.528, C6 1.524, H8 1.090, H9 1.090
8 H -0.005 0.869 1.860  C7 1.090
9 H -0.813 -0.619 1.561  C7 1.090
10 H -1.069 2.936 0.047  N1 1.003
11 H -0.523 1.983 -1.264  N1 1.006
12 H -0.370 -2.549 0.355  C4 1.087
13 H 2.979 -0.044 0.181  C3 1.085
14 H 1.442 -1.170 -1.368  N2 1.011
15 H -1.744 0.146 -0.579  C6 1.086
16 H 2.132 1.183 1.228  C3 1.082
17 H -2.348 1.004 0.825  C6 1.084
18 H -1.189 -2.053 -1.137  C4 1.095
19 H 0.230 -3.052 -1.227  C4 1.085

Results of the natural (NBO) charge analysis, in e, for atoms 1 through 4:
1 N -0.8633
2 N -0.6296
3 C -0.5138
4 C -0.4177

No. 7
Formula: C5H12N2
Source: the Open Molecules 2025 dataset
Level of theory: ωB97M-V/def2-TZVPD

* 2S+1: 1
* SMILES: [H]/N=C(/C)N.C=CC
* frontier orbital gap: 9.537 eV
* LUMO level: 0.93 eV

Bonds (Å) are listed after each position.
Cartesian coordinates (Å):
1 N 2.409 0.755 -1.070  C7 1.370, H8 1.002, H14 1.004
2 N 0.802 -0.818 -0.425  C7 1.258, H9 1.018
3 C -1.866 -1.112 0.948  C4 1.490, H13 1.087, H16 1.092, H19 1.089
4 C -1.808 0.049 0.015  C3 1.490, C6 1.320, H10 1.082
5 C 1.553 0.774 1.190  C7 1.501, H11 1.091, H12 1.083, H17 1.091
6 C -2.104 -0.004 -1.270  C4 1.320, H15 1.078, H18 1.076
7 C 1.561 0.153 -0.176  N1 1.370, N2 1.258, C5 1.501
8 H 3.046 1.473 -0.785  N1 1.002
9 H 0.852 -1.170 -1.379  N2 1.018
10 H -1.516 0.990 0.463  C4 1.082
11 H 2.572 0.934 1.547  C5 1.091
12 H 1.026 0.126 1.880  C5 1.083
13 H -2.215 -2.002 0.432  C3 1.087
14 H 2.509 0.376 -1.994  N1 1.004
15 H -2.054 0.865 -1.906  C6 1.078
16 H -2.540 -0.893 1.779  C3 1.092
17 H 1.044 1.737 1.150  C5 1.091
18 H -2.399 -0.923 -1.743  C6 1.076
19 H -0.872 -1.310 1.344  C3 1.089

Results of the natural (NBO) charge analysis, in e, for atoms 1 through 4:
1 N -0.8370
2 N -0.7176
3 C -0.6505
4 C -0.1254

No. 8
Formula: C5H12N2
Source: the Open Molecules 2025 dataset
Level of theory: ωB97M-V/def2-TZVPD

* 2S+1: 1
* SMILES: [H]/N=N/C(C)C.C=C
* frontier orbital gap: 10.034 eV
* LUMO level: 0.87 eV

Bonds (Å) are listed after each position.
Cartesian coordinates (Å):
1 N -0.260 0.175 -0.181  N2 1.278, C3 1.477
2 N 0.234 0.362 -1.345  N1 1.278, H12 1.014
3 C -1.677 -0.234 -0.255  N1 1.477, C6 1.515, C7 1.538, H15 1.074
4 C 2.563 1.816 0.550  C5 1.318, H13 1.098, H14 1.101
5 C 3.279 0.951 -0.140  C4 1.318, H9 1.163, H11 1.122
6 C -2.264 -0.110 -1.646  C3 1.515, H10 1.139, H18 1.193, H19 1.067
7 C -1.610 -1.646 0.350  C3 1.538, H8 1.094, H16 1.123, H17 1.043
8 H -0.778 -1.604 1.058  C7 1.094
9 H 2.984 -0.125 -0.465  C5 1.163
10 H -1.772 0.632 -2.358  C6 1.139
11 H 4.193 1.478 -0.523  C5 1.122
12 H 1.206 0.645 -1.300  N2 1.014
13 H 1.625 1.718 1.113  C4 1.098
14 H 2.881 2.856 0.720  C4 1.101
15 H -2.230 0.488 0.316  C3 1.074
16 H -2.457 -2.162 0.877  C7 1.123
17 H -1.337 -2.186 -0.500  C7 1.043
18 H -1.958 -1.078 -2.271  C6 1.193
19 H -3.309 -0.259 -1.488  C6 1.067

Results of the natural (NBO) charge analysis, in e, for atoms 1 through 4:
1 N -0.1203
2 N -0.3665
3 C -0.1181
4 C -0.3836

What are the energy relative to the best compared isomer or geometry (same formula, charge and spin) values for these records? In order: 36.8, 34.8, 91.9, 35.9, 37.8, 29.5, 25.7, 91.4 kcal per mole.
What are the total energy values for these records? In order: -6861.9607, -8358.6274, -8356.1528, -8358.5808, -8358.4961, -8358.8577, -8359.0200, -8356.1726 eV.